1.
Computed, not measured: a structure of composition C12H31BaN6O7 in a non-equilibrium geometry, with ωB97M-V/def2-TZVPD.

Calculated values
molar mass	508.74	g/mol
charge	+1
LUMO	-2.10	eV
max |F|	3.2	eV Å⁻¹
orbital gap	9.73	eV

Element x y z (Å)
Ba  2.077  0.627  -0.669
O  -0.051  1.200  0.639
H  -0.979  1.180  0.317
O  0.726  -0.070  -2.694
C  -0.056  -0.785  -3.311
N  -1.134  -1.310  -2.678
C  0.210  -1.027  -4.688
H  -1.196  -1.403  -1.696
H  -1.622  -2.083  -3.131
H  -0.438  -1.748  -5.138
H  1.184  -1.528  -4.635
H  0.296  -0.230  -5.380
O  -3.357  -0.007  -0.769
C  -4.249  0.647  -1.241
N  -4.040  1.753  -1.990
C  -5.634  0.163  -0.916
H  -3.141  1.856  -2.332
H  -4.780  2.303  -2.407
H  -6.120  1.044  -0.383
H  -5.614  -0.713  -0.303
H  -6.102  -0.139  -1.923
O  2.697  0.875  2.072
C  2.100  1.228  3.070
N  0.768  1.372  3.072
C  2.664  1.611  4.431
H  0.266  1.120  2.182
H  0.285  1.854  3.792
H  3.488  0.918  4.718
H  1.866  1.512  5.166
H  3.122  2.578  4.492
O  3.206  -1.610  -0.884
C  2.750  -2.550  -0.238
N  2.433  -2.381  1.044
C  2.684  -3.926  -0.743
H  2.772  -1.508  1.440
H  1.714  -2.904  1.545
H  3.640  -4.417  -0.526
H  2.495  -3.877  -1.828
H  1.804  -4.433  -0.314
O  -0.096  -3.527  1.580
C  -1.078  -3.124  0.957
N  -1.091  -1.836  0.577
C  -2.243  -4.016  0.564
H  -0.433  -1.161  0.917
H  -1.938  -1.481  0.156
H  -2.060  -4.448  -0.452
H  -3.109  -3.424  0.377
H  -2.420  -4.816  1.278
O  2.566  3.287  -0.138
C  2.069  4.232  0.506
N  0.713  4.252  0.576
C  2.824  5.410  1.083
H  0.221  3.332  0.415
H  0.130  5.004  0.812
H  3.633  5.598  0.369
H  3.315  5.156  2.045
H  2.262  6.366  1.217

---

2.
Computed, not measured: a cluster of 5 separate species, C39H76BN5O5P2S2 in total in a non-equilibrium geometry, with ωB97M-V/def2-TZVPD.

Calculated values
SMILES	CN(C)B(O)c1c(CN)c(S)c(C[C@H]2CO2)c2nc(PP(=O)(O)O)c(N=C=S)nc12.CCCCCC.CCCCCC.CCCCCC.CCCCCC
molar mass	831.96	g/mol
charge	0
LUMO	-0.74	eV
max |F|	3.6	eV Å⁻¹
orbital gap	7.90	eV

Element x y z (Å)
C  -3.812  -0.109  3.270
N  -5.096  0.045  2.551
C  -6.056  0.710  3.443
B  -4.876  0.802  1.328
O  -5.168  2.157  1.257
C  -4.274  0.105  0.051
C  -4.914  -0.925  -0.596
C  -6.219  -1.418  -0.045
N  -7.311  -0.457  -0.345
C  -4.352  -1.463  -1.789
S  -5.195  -2.753  -2.672
C  -3.156  -1.017  -2.291
C  -2.560  -1.592  -3.549
C  -1.110  -2.053  -3.404
C  -0.924  -3.231  -2.522
O  -0.798  -3.192  -4.081
C  -2.506  0.036  -1.608
N  -1.360  0.550  -2.129
C  -0.797  1.541  -1.514
P  0.732  2.151  -2.293
P  2.006  0.587  -1.455
O  1.228  -0.258  -0.525
O  3.192  1.305  -0.684
O  2.649  -0.266  -2.625
C  -1.364  2.064  -0.322
N  -0.682  3.144  0.320
C  -0.492  3.084  1.516
S  -0.222  3.070  3.039
N  -2.448  1.624  0.218
C  -3.066  0.596  -0.451
H  -3.263  0.837  3.316
H  -3.202  -0.884  2.822
H  -4.038  -0.371  4.299
H  -6.310  0.032  4.253
H  -6.947  1.011  2.907
H  -5.622  1.597  3.911
H  -4.380  2.615  1.579
H  -6.126  -1.583  1.023
H  -6.492  -2.373  -0.472
H  -7.546  0.065  0.489
H  -8.143  -0.970  -0.599
H  -6.420  -2.238  -2.605
H  -3.044  -2.516  -3.836
H  -2.628  -0.890  -4.380
H  -0.343  -1.296  -3.343
H  0.112  -3.432  -2.308
H  -1.629  -4.044  -2.495
H  1.142  3.258  -1.545
H  3.200  0.928  0.208
H  2.174  -1.109  -2.647
C  -5.455  5.223  -4.757
C  -4.969  6.245  -3.732
C  -3.527  6.015  -3.281
C  -3.283  4.679  -2.579
C  -4.143  4.434  -1.340
C  -3.909  5.442  -0.219
H  -5.450  4.211  -4.352
H  -6.476  5.444  -5.071
H  -4.823  5.235  -5.647
H  -5.639  6.244  -2.869
H  -5.037  7.244  -4.169
H  -3.226  6.835  -2.623
H  -2.869  6.074  -4.154
H  -2.225  4.628  -2.293
H  -3.441  3.859  -3.286
H  -3.921  3.437  -0.957
H  -5.200  4.425  -1.615
H  -2.863  5.434  0.099
H  -4.526  5.202  0.648
H  -4.161  6.459  -0.525
C  6.047  0.905  -2.873
C  6.385  1.671  -1.601
C  6.254  3.184  -1.757
C  7.204  3.810  -2.780
C  8.688  3.556  -2.518
C  9.180  4.136  -1.196
H  6.720  1.149  -3.696
H  6.113  -0.172  -2.709
H  5.028  1.136  -3.186
H  7.392  1.415  -1.256
H  5.703  1.345  -0.815
H  6.404  3.657  -0.782
H  5.225  3.421  -2.048
H  7.028  4.890  -2.800
H  6.953  3.448  -3.781
H  9.262  4.000  -3.335
H  8.897  2.483  -2.548
H  9.017  5.215  -1.160
H  10.248  3.956  -1.066
H  8.669  3.688  -0.343
C  3.895  0.065  5.526
C  2.544  -0.638  5.625
C  2.364  -1.759  4.603
C  2.410  -1.311  3.142
C  1.383  -0.245  2.768
C  -0.064  -0.700  2.922
H  4.029  0.548  4.557
H  3.990  0.836  6.291
H  4.713  -0.645  5.665
H  1.740  0.097  5.522
H  2.440  -1.063  6.626
H  1.417  -2.269  4.799
H  3.146  -2.509  4.761
H  2.261  -2.185  2.503
H  3.412  -0.938  2.908
H  1.534  0.035  1.725
H  1.551  0.659  3.363
H  -0.261  -1.576  2.300
H  -0.752  0.091  2.613
H  -0.302  -0.954  3.958
C  2.677  -8.139  3.537
C  1.489  -7.308  3.062
C  0.857  -7.825  1.773
C  1.784  -7.819  0.556
C  2.379  -6.456  0.201
C  1.329  -5.410  -0.162
H  3.490  -8.134  2.810
H  3.075  -7.747  4.474
H  2.383  -9.177  3.708
H  1.796  -6.269  2.937
H  0.725  -7.306  3.844
H  -0.036  -7.232  1.555
H  0.503  -8.848  1.934
H  1.222  -8.195  -0.305
H  2.599  -8.530  0.713
H  3.056  -6.589  -0.646
H  2.994  -6.083  1.026
H  0.724  -5.741  -1.009
H  1.803  -4.466  -0.439
H  0.658  -5.204  0.674

---

3.
Computed, not measured: a cluster of 2 separate species, C4H11ClN in total in a non-equilibrium geometry, with ωB97M-V/def2-TZVPD.

Calculated values
molar mass	108.59	g/mol
charge	+1
LUMO (spin up / spin down)	-3.84 / -4.45	eV
energy relative to the best compared isomer or geometry (same formula, charge and spin)	354.69	kJ/mol
max |F|	4.3	eV Å⁻¹
orbital gap (spin up / spin down)	9.51 / 7.75	eV

Element x y z (Å)
C  -1.918  0.300  1.147
C  1.815  -1.600  -0.847
C  -1.146  0.213  -0.103
C  1.550  -0.755  0.418
N  -0.542  1.490  -0.614
Cl  2.024  0.823  0.413
H  -2.847  0.818  0.982
H  -1.978  -0.699  1.618
H  -1.208  0.736  1.760
H  0.911  -2.311  -0.941
H  2.708  -2.067  -0.547
H  1.769  -0.904  -1.745
H  -1.225  -0.472  -0.852
H  1.190  -1.185  1.255
H  -0.910  2.124  0.096
H  -0.770  1.959  -1.466
H  0.575  1.530  -0.574

---

4.
Computed, not measured: an isolated molecule of C18H25N3O2, with ωB97M-V/def2-TZVPD.

Calculated values
SMILES	CCN1CCC[C@H]1CNC(=O)c1[nH]c2ccc(OC)cc2c1C
molar mass	315.42	g/mol
charge	0
LUMO	0.67	eV
energy relative to the best compared isomer or geometry (same formula, charge and spin)	157.77	kJ/mol
max |F|	0.6	eV Å⁻¹
orbital gap	8.40	eV

Element x y z (Å)
C  1.110  2.129  -1.586
C  0.497  3.217  -0.712
N  1.443  3.729  0.257
C  0.998  4.942  0.929
C  1.834  5.033  2.214
C  2.771  3.826  2.127
C  1.977  2.839  1.267
C  0.929  2.073  2.117
N  0.564  0.803  1.541
C  -0.673  0.536  1.066
O  -1.599  1.335  1.142
C  -0.868  -0.773  0.428
N  -2.124  -1.002  -0.078
C  -2.169  -2.229  -0.652
C  -3.201  -2.902  -1.292
C  -2.950  -4.163  -1.789
C  -1.685  -4.759  -1.654
O  -1.375  -6.007  -2.127
C  -2.366  -6.745  -2.794
C  -0.654  -4.092  -1.016
C  -0.885  -2.815  -0.507
C  -0.068  -1.874  0.185
C  1.362  -2.102  0.547
H  2.061  2.469  -1.989
H  1.274  1.214  -1.023
H  0.439  1.901  -2.411
H  0.225  4.065  -1.348
H  -0.428  2.848  -0.243
H  -0.078  4.912  1.161
H  1.170  5.791  0.262
H  2.386  5.969  2.276
H  1.195  4.957  3.093
H  3.038  3.425  3.103
H  3.684  4.099  1.599
H  2.637  2.106  0.790
H  0.011  2.656  2.205
H  1.336  1.901  3.119
H  1.292  0.120  1.426
H  -2.858  -0.316  -0.003
H  -4.176  -2.452  -1.400
H  -3.747  -4.690  -2.287
H  -1.893  -7.685  -3.076
H  -2.714  -6.233  -3.698
H  -3.222  -6.956  -2.143
H  0.305  -4.578  -0.931
H  2.022  -1.398  0.036
H  1.654  -3.105  0.246
H  1.519  -2.018  1.624

---

5.
Computed, not measured: a cluster of 2 separate species, C3H7N2O2 in total in a non-equilibrium geometry, with ωB97M-V/def2-TZVPD.

Calculated values
molar mass	103.10	g/mol
charge	+1
LUMO (spin up / spin down)	-2.73 / -9.48	eV
energy relative to the best compared isomer or geometry (same formula, charge and spin)	262.64	kJ/mol
max |F|	7.3	eV Å⁻¹
orbital gap (spin up / spin down)	9.43 / 4.49	eV
spin multiplicity	3

Element x y z (Å)
C  0.226  -0.729  -1.867
C  0.051  1.143  1.649
C  -1.100  0.316  1.424
N  1.007  -1.673  -1.323
N  -1.293  1.580  1.353
O  0.219  -0.732  -3.207
O  -0.387  -0.006  -1.070
H  0.457  1.210  2.634
H  0.920  1.027  0.838
H  -1.571  -0.631  1.451
H  1.761  -2.035  -1.840
H  0.851  -2.143  -0.448
H  -1.740  2.322  0.837
H  -0.022  0.185  -3.502

---

6.
Computed, not measured: an isolated molecule of C2H3ClN2O4S in a non-equilibrium geometry, with ωB97M-V/def2-TZVPD.

Calculated values
SMILES	CSC(Cl)([N+](=O)[O-])[N+](=O)[O-]
molar mass	186.58	g/mol
charge	0
LUMO	-0.89	eV
energy relative to the best compared isomer or geometry (same formula, charge and spin)	0.00	kJ/mol
max |F|	3.3	eV Å⁻¹
orbital gap	9.10	eV

Element x y z (Å)
C  -1.534  1.512  -0.119
S  -1.330  -0.273  0.112
C  0.410  -0.482  -0.345
Cl  1.031  0.399  -1.804
N  1.086  0.082  0.930
O  1.276  -0.725  1.754
O  1.250  1.241  0.991
N  0.704  -2.013  -0.389
O  1.778  -2.302  -0.898
O  -0.144  -2.780  0.038
H  -2.583  1.656  0.392
H  -1.292  1.705  -1.207
H  -0.652  1.982  0.548

---

Q: Which value of max |F| does entry 2 give?
A: 3.6 eV Å⁻¹

---

Repeat the sixth record exactly.
Computed, not measured: an isolated molecule of C2H3ClN2O4S in a non-equilibrium geometry, with ωB97M-V/def2-TZVPD.

Calculated values
SMILES	CSC(Cl)([N+](=O)[O-])[N+](=O)[O-]
molar mass	186.58	g/mol
charge	0
LUMO	-0.89	eV
energy relative to the best compared isomer or geometry (same formula, charge and spin)	0.00	kJ/mol
max |F|	3.3	eV Å⁻¹
orbital gap	9.10	eV

Element x y z (Å)
C  -1.534  1.512  -0.119
S  -1.330  -0.273  0.112
C  0.410  -0.482  -0.345
Cl  1.031  0.399  -1.804
N  1.086  0.082  0.930
O  1.276  -0.725  1.754
O  1.250  1.241  0.991
N  0.704  -2.013  -0.389
O  1.778  -2.302  -0.898
O  -0.144  -2.780  0.038
H  -2.583  1.656  0.392
H  -1.292  1.705  -1.207
H  -0.652  1.982  0.548

---

Q: Which of these has the highest max |F|?
A: C3H7N2O2